C23H25CdN7O7S as an isolated structure. Source: OMol25; level of theory: ωB97M-V/def2-TZVPD.

## Properties
Total energy = -2367.269316 a.u.
HOMO-LUMO gap (spin up / spin down) = 4.51 / 7.34 eV
Total charge = -1
Spin multiplicity = 2
HOMO level (spin up / spin down) = -2.3652 / -5.1909 eV
ΔE to the lowest compared entry with this formula, charge and spin = 16.44 kcal per mole

Each line ends with the Mulliken spin population.
Positions of all 64 atoms, in Å:
Cd -0.440 0.446 1.085  0.000
C -1.600 -0.626 3.871  0.000
C -2.788 -0.067 3.077  0.000
N -2.607 -0.302 1.645  0.000
C -2.814 -1.671 1.161  0.000
C -1.604 -2.236 0.422  -0.003
C -1.712 -3.181 -0.584  0.002
C -0.548 -3.669 -1.164  -0.011
C 0.684 -3.219 -0.711  0.006
C 0.706 -2.282 0.311  0.014
C 2.002 -1.772 0.918  0.000
N 1.869 -0.452 1.538  -0.001
C 2.065 -0.397 2.985  0.000
C 0.818 -0.914 3.706  0.000
N -0.342 -0.096 3.365  0.000
N -0.415 -1.815 0.850  -0.001
H -1.751 -0.408 4.937  0.000
H -1.576 -1.715 3.759  0.000
H -3.716 -0.516 3.457  0.000
H -2.834 1.013 3.229  0.000
H -3.141 0.352 1.091  0.000
H -2.999 -2.331 2.015  0.000
H -3.681 -1.733 0.501  0.000
H -2.684 -3.514 -0.922  0.000
H -0.600 -4.390 -1.969  0.001
H 1.599 -3.573 -1.168  -0.005
H 2.317 -2.505 1.671  0.000
H 2.765 -1.756 0.137  0.001
H 2.468 0.210 1.065  0.000
H 2.940 -0.977 3.312  0.000
H 2.221 0.641 3.275  0.000
H 0.621 -1.939 3.373  0.000
H 1.005 -0.932 4.788  0.000
H -0.183 0.859 3.713  0.000
O -0.647 2.471 1.877  0.000
N 0.395 3.273 1.676  0.000
C 0.583 3.753 0.430  0.000
C 1.596 4.619 0.123  0.000
C 2.472 5.003 1.140  0.000
C 2.291 4.506 2.405  0.000
C 1.230 3.630 2.720  0.000
S 0.961 3.081 4.301  0.000
H -0.124 3.393 -0.303  0.001
H 1.690 4.989 -0.886  0.000
H 3.283 5.689 0.929  0.000
H 2.959 4.765 3.213  0.000
O -1.553 0.544 -0.939  -0.001
C -0.413 0.523 -1.476  -0.001
O 0.647 0.725 -0.811  0.005
C -0.286 0.184 -2.927  -0.141
C -1.154 0.714 -3.871  0.248
C -0.974 0.359 -5.226  -0.041
C 0.003 -0.540 -5.611  0.061
C 0.830 -1.104 -4.642  0.036
C 0.706 -0.711 -3.290  0.172
N 1.769 -2.079 -4.998  0.169
O 1.970 -2.324 -6.215  0.215
O 2.371 -2.684 -4.069  0.176
N -1.831 0.923 -6.226  0.001
O -2.730 1.672 -5.864  -0.009
O -1.639 0.643 -7.404  0.011
H -1.944 1.394 -3.594  0.034
H 0.111 -0.819 -6.647  0.020
H 1.380 -1.123 -2.557  0.039


A 9-piece molecular cluster, C21H46O9 overall. Source: OMol25; level of theory: ωB97M-V/def2-TZVPD.

## Properties
Total energy = -1504.886404 a.u.
HOMO-LUMO gap = 9.82 eV
SMILES = CC(C)=O.CC(C)=O.CC(C)=O.CC(C)=O.CC(C)=O.CC(C)=O.CC(C)=O.O.O
Spin multiplicity = 1
HOMO level = -9.2220 eV

Each line ends with the Löwdin charge.
Positions of all 76 atoms, in Å:
C 13.236 11.201 12.384  -0.018
C 14.327 12.170 11.983  -0.492
O 14.078 13.169 11.340  0.040
C 15.735 11.821 12.416  -0.017
H 13.051 11.145 13.449  0.081
H 13.555 10.187 12.038  0.069
H 12.328 11.602 11.966  0.065
H 15.666 11.288 13.380  0.084
H 16.271 12.751 12.479  0.070
H 16.119 11.087 11.620  0.110
C 15.172 11.034 7.300  -0.027
C 14.691 12.360 6.765  -0.492
O 13.668 12.242 6.138  0.056
C 15.491 13.602 6.983  -0.006
H 15.432 10.326 6.511  0.086
H 14.347 10.601 7.903  0.082
H 16.041 11.006 7.973  0.076
H 15.681 13.692 8.044  0.084
H 14.984 14.498 6.588  0.095
H 16.436 13.452 6.540  0.071
C 6.742 11.086 9.265  -0.017
C 8.026 10.700 9.849  -0.484
O 8.512 9.607 9.616  0.037
C 8.779 11.671 10.759  -0.008
H 6.022 11.363 10.028  0.092
H 6.331 10.354 8.624  0.071
H 6.850 12.035 8.678  0.114
H 8.080 12.341 11.229  0.074
H 9.520 12.208 10.150  0.059
H 9.291 11.102 11.578  0.096
C 10.988 7.660 13.645  -0.027
C 9.710 7.034 14.062  -0.545
O 9.663 6.272 14.967  0.085
C 8.457 7.340 13.267  -0.012
H 11.095 8.669 14.089  0.098
H 11.078 7.719 12.568  0.047
H 11.845 7.056 14.014  0.096
H 8.569 8.382 12.900  0.079
H 7.644 7.232 13.990  0.083
H 8.346 6.623 12.451  0.089
C 11.672 15.587 8.856  -0.019
C 10.650 14.995 9.801  -0.471
O 9.526 14.617 9.537  0.037
C 11.205 14.822 11.214  -0.022
H 11.289 15.748 7.846  0.080
H 12.636 15.083 8.909  0.081
H 11.920 16.611 9.231  0.101
H 12.245 14.513 11.213  0.046
H 10.609 14.114 11.809  0.081
H 11.243 15.682 11.868  0.079
C 15.136 6.613 9.483  -0.012
C 14.868 7.739 10.505  -0.495
O 14.828 8.926 10.300  0.045
C 14.513 7.253 11.889  -0.015
H 14.314 5.891 9.556  0.075
H 16.180 6.236 9.619  0.095
H 15.111 7.125 8.491  0.084
H 15.212 6.517 12.201  0.075
H 13.491 6.929 11.772  0.054
H 14.488 8.147 12.531  0.082
C 10.127 12.661 6.793  -0.007
C 10.790 11.529 7.448  -0.568
O 11.237 11.611 8.538  0.070
C 10.869 10.265 6.653  -0.003
H 9.208 12.505 6.256  0.083
H 10.919 13.074 6.104  0.112
H 10.068 13.489 7.552  0.073
H 9.822 9.890 6.564  0.102
H 11.458 9.582 7.299  0.091
H 11.248 10.381 5.651  0.082
O 11.490 9.299 10.313  -0.080
H 11.731 10.014 9.716  0.015
H 10.511 9.218 10.145  0.046
O 11.773 6.531 10.374  -0.105
H 11.820 7.529 10.254  0.012
H 10.911 6.368 9.937  0.053


C26H27ClN3O5Zr as an isolated structure. Source: OMol25; level of theory: ωB97M-V/def2-TZVPD.

## Properties
Total energy = -2054.702745 a.u.
HOMO-LUMO gap = 7.24 eV
Total charge = +1
Spin multiplicity = 1
HOMO level = -10.6765 eV
ΔE to the lowest compared entry with this formula, charge and spin = 0.00 kcal per mole

Each line ends with the Löwdin charge.
Positions of all 63 atoms, in Å:
Zr 0.238 -0.254 0.759  1.947
C 2.133 -0.917 4.698  -0.002
C 1.769 -0.077 3.512  -0.417
O 1.286 -0.736 2.485  -0.264
C 1.965 1.271 3.491  0.000
C 1.807 2.103 2.344  -0.274
C 2.281 3.521 2.436  -0.017
N 1.308 1.653 1.215  -0.088
N 1.310 2.576 0.173  0.093
C 1.003 1.992 -0.937  -0.411
O 0.783 0.688 -0.990  -0.237
C 0.827 2.768 -2.179  -0.151
C 0.565 2.113 -3.379  -0.026
C 0.383 2.843 -4.543  -0.071
C 0.458 4.228 -4.514  -0.073
C 0.716 4.885 -3.317  -0.068
C 0.899 4.160 -2.153  -0.022
H 1.342 -1.636 4.914  0.085
H 2.322 -0.309 5.578  0.089
H 3.038 -1.485 4.469  0.098
H 2.366 1.737 4.378  0.114
H 2.638 3.748 3.436  0.080
H 1.473 4.199 2.164  0.092
H 3.080 3.691 1.715  0.095
H 0.502 1.034 -3.394  0.107
H 0.182 2.331 -5.474  0.107
H 0.315 4.796 -5.423  0.108
H 0.773 5.964 -3.293  0.108
H 1.099 4.660 -1.215  0.111
Cl -5.805 -0.387 -3.676  0.699
C -4.448 -0.661 -2.642  -0.664
C -3.911 -1.951 -2.535  -0.062
C -2.828 -2.201 -1.728  0.016
C -2.219 -1.166 -0.995  -0.323
O -1.173 -1.419 -0.256  -0.227
C -2.791 0.134 -1.082  -0.124
C -2.351 1.210 -0.257  -0.117
O -1.442 1.175 0.591  -0.105
C -3.903 0.364 -1.921  -0.041
H -4.362 -2.756 -3.100  0.117
H -2.413 -3.198 -1.654  0.125
H -2.897 2.156 -0.359  0.153
H -4.327 1.359 -1.983  0.124
C -2.344 -2.978 2.376  -0.058
C -2.581 -1.487 2.447  -0.235
O -1.336 -0.752 2.504  -0.179
H -3.298 -3.504 2.330  0.090
H -1.814 -3.333 3.262  0.083
H -1.767 -3.229 1.486  0.068
H -3.175 -1.212 3.320  0.129
H -3.095 -1.120 1.560  0.108
H -0.847 -1.003 3.298  0.098
C 2.951 -4.164 -1.192  -0.034
C 2.743 -4.085 0.176  -0.032
C 2.081 -2.985 0.685  -0.107
N 1.627 -1.995 -0.095  -0.048
C 1.826 -2.074 -1.417  -0.103
C 2.486 -3.140 -2.000  -0.027
H 3.470 -5.010 -1.620  0.120
H 3.091 -4.858 0.846  0.116
H 1.910 -2.870 1.747  0.105
H 1.450 -1.248 -2.005  0.105
H 2.631 -3.158 -3.071  0.117


A 8-piece molecular cluster, C29H51N3O13 overall. Source: OMol25; level of theory: ωB97M-V/def2-TZVPD.

## Properties
Total energy = -2278.134727 a.u.
HOMO-LUMO gap = 9.01 eV
SMILES = O=C1CCCO1.O=C1CCCO1.O=C1CCCO1.O=C1CCCO1.O=C1CCCO1.CNC(C)=O.CNC(C)=O.CNC(C)=O
Spin multiplicity = 1
HOMO level = -9.0265 eV

Each line ends with the Löwdin charge.
Positions of all 96 atoms, in Å:
C -1.231 -11.586 2.753  0.012
C -1.012 -12.873 2.007  -0.545
O -1.902 -13.424 1.368  0.023
N 0.254 -13.338 2.021  0.023
C 0.647 -14.576 1.373  -0.052
H -0.708 -11.582 3.712  0.079
H -2.278 -11.358 2.920  0.089
H -0.803 -10.778 2.151  0.074
H 0.951 -12.902 2.601  0.094
H -0.229 -15.208 1.252  0.088
H 1.363 -15.088 2.013  0.080
H 1.100 -14.368 0.403  0.060
C 5.672 -13.782 -3.003  0.001
C 4.353 -13.393 -3.658  -0.572
O 3.384 -14.128 -3.572  0.047
N 4.371 -12.223 -4.331  -0.001
C 3.258 -11.726 -5.120  -0.054
H 6.044 -12.987 -2.351  0.065
H 6.405 -13.975 -3.786  0.083
H 5.507 -14.670 -2.402  0.083
H 5.227 -11.698 -4.340  0.128
H 2.308 -11.822 -4.601  0.066
H 3.195 -12.210 -6.096  0.089
H 3.449 -10.665 -5.278  0.082
C 6.830 -9.528 -0.937  0.012
C 5.958 -9.139 0.225  -0.549
O 5.678 -9.914 1.129  0.039
N 5.498 -7.867 0.231  0.010
C 4.630 -7.393 1.293  -0.054
H 6.317 -10.282 -1.540  0.070
H 7.758 -9.988 -0.602  0.090
H 7.075 -8.690 -1.590  0.077
H 5.699 -7.305 -0.576  0.129
H 5.188 -7.312 2.228  0.090
H 3.813 -8.095 1.453  0.068
H 4.271 -6.397 1.048  0.089
O -1.667 -8.236 5.278  0.116
C -0.583 -8.741 5.329  -0.485
O -0.220 -9.506 6.391  0.020
C 1.135 -9.961 6.288  -0.137
C 1.561 -9.688 4.837  -0.165
C 0.544 -8.698 4.320  -0.094
H 1.193 -11.021 6.520  0.123
H 1.730 -9.371 6.985  0.122
H 1.543 -10.584 4.217  0.089
H 2.554 -9.248 4.738  0.111
H 0.089 -8.892 3.354  0.099
H 0.885 -7.660 4.300  0.133
O 1.499 -8.858 -3.901  0.104
C 0.301 -8.811 -3.851  -0.491
O -0.431 -9.915 -3.608  -0.006
C -1.850 -9.618 -3.604  -0.128
C -1.981 -8.090 -3.676  -0.137
C -0.599 -7.622 -4.092  -0.070
H -2.304 -10.029 -2.705  0.118
H -2.239 -10.157 -4.468  0.130
H -2.353 -7.667 -2.746  0.116
H -2.757 -7.878 -4.413  0.115
H -0.194 -6.758 -3.569  0.128
H -0.518 -7.366 -5.151  0.133
O -2.925 -15.201 -3.028  0.122
C -2.050 -14.395 -2.908  -0.472
O -0.867 -14.510 -3.560  0.040
C -0.064 -13.348 -3.356  -0.157
C -0.613 -12.726 -2.076  -0.162
C -2.083 -13.096 -2.098  -0.060
H -0.105 -12.656 -4.200  0.118
H 0.978 -13.614 -3.180  0.098
H -0.330 -11.676 -2.002  0.090
H -0.174 -13.216 -1.202  0.103
H -2.757 -12.437 -2.652  0.117
H -2.527 -13.308 -1.127  0.112
O 2.535 -13.778 4.060  0.103
C 3.593 -13.295 3.750  -0.483
O 4.170 -13.573 2.576  0.020
C 5.381 -12.807 2.385  -0.142
C 5.775 -12.292 3.765  -0.129
C 4.453 -12.320 4.524  -0.059
H 5.137 -11.977 1.736  0.060
H 6.108 -13.434 1.873  0.132
H 6.165 -11.277 3.695  0.110
H 6.558 -12.900 4.217  0.114
H 3.968 -11.348 4.559  0.110
H 4.542 -12.643 5.561  0.129
O 1.690 -9.713 1.627  0.100
C 2.186 -10.419 0.786  -0.459
O 2.675 -11.641 1.088  0.014
C 3.261 -12.268 -0.075  -0.122
C 2.834 -11.423 -1.287  -0.111
C 2.437 -10.086 -0.664  -0.047
H 2.961 -13.307 -0.132  0.120
H 4.342 -12.168 0.008  0.100
H 2.019 -11.920 -1.804  0.095
H 3.672 -11.253 -1.959  0.097
H 1.496 -9.705 -1.062  0.119
H 3.180 -9.292 -0.725  0.118